(1)
Formula: C38H32BF2I2N5O2P2Tc
Source: OMol25
Level of theory: ωB97M-V/def2-TZVPD

The geometry in XYZ format:
```
85
Properties=species:S:1:pos:R:3:lowdin_charge:R:1
Tc 0.20436 0.06069 -0.22229 1.06
I -4.31916 -1.32646 1.71870 1.00
C -3.91898 -0.60557 -0.17962 -0.65
C -4.98122 -0.29166 -1.05835 -0.20
C -4.74975 0.21986 -2.30719 -0.67
I -6.37778 0.69447 -3.51272 0.99
C -3.41591 0.44508 -2.75019 -0.21
C -3.05351 1.01587 -3.98915 -0.01
C -1.73462 1.24086 -4.27660 -0.01
C -0.75870 0.89373 -3.33374 -0.11
N -1.05113 0.34270 -2.17289 -0.02
C -2.36808 0.12167 -1.86968 -0.18
C -2.61975 -0.40583 -0.57346 -0.43
O -1.56560 -0.65187 0.19935 -0.32
H -5.99513 -0.45545 -0.72080 0.09
H -3.82577 1.28419 -4.69749 0.07
H -1.43350 1.69411 -5.20980 0.12
H 0.28977 1.07920 -3.53894 0.09
N 1.31506 2.87983 0.08075 -0.32
P -0.28473 2.35209 0.28917 0.88
C -0.88866 2.76585 1.92088 -0.36
C -0.91188 4.09423 2.35325 -0.08
C -1.38938 4.39712 3.61467 -0.06
C -1.86971 3.38108 4.43547 -0.05
C -1.87355 2.06585 3.99872 -0.05
C -1.37622 1.75240 2.74142 -0.09
C -1.29340 3.33041 -0.84150 -0.35
C -2.68066 3.29532 -0.69269 -0.08
C -3.48891 3.98808 -1.57964 -0.05
C -2.91732 4.73227 -2.60435 -0.06
C -1.53883 4.77610 -2.75048 -0.07
C -0.72518 4.06522 -1.87954 -0.09
P 2.16907 1.54292 -0.47692 0.87
C 2.72371 1.79888 -2.17242 -0.38
C 2.49988 0.80279 -3.11767 -0.15
C 2.93950 0.96368 -4.42525 -0.07
C 3.58999 2.13223 -4.79071 -0.05
C 3.81453 3.13394 -3.85251 -0.05
C 3.39063 2.96617 -2.54558 -0.07
C 3.69209 1.44494 0.47837 -0.35
C 4.81740 0.84390 -0.08758 -0.09
C 5.97376 0.70003 0.66134 -0.07
C 6.01519 1.16436 1.97008 -0.05
C 4.90052 1.76900 2.53210 -0.05
C 3.73478 1.90239 1.79294 -0.09
H 1.68727 3.79955 0.28263 0.10
H -0.57384 4.89316 1.70245 0.11
H -1.40269 5.42255 3.95672 0.12
H -2.25130 3.62272 5.41802 0.12
H -2.26505 1.28300 4.63358 0.12
H -1.39234 0.72553 2.39434 0.07
H -3.13026 2.74382 0.12609 0.12
H -4.56403 3.96341 -1.46068 0.12
H -3.54983 5.29003 -3.28201 0.12
H -1.09534 5.36845 -3.53953 0.11
H 0.35092 4.09770 -2.00086 0.09
H 1.97368 -0.10412 -2.83267 0.08
H 2.77133 0.18533 -5.15710 0.11
H 3.92594 2.26667 -5.80973 0.12
H 4.32923 4.03955 -4.14190 0.12
H 3.59057 3.74214 -1.81559 0.12
H 4.80542 0.52120 -1.12302 0.11
H 6.85176 0.25072 0.21716 0.11
H 6.92371 1.06687 2.54826 0.12
H 4.93791 2.13914 3.54698 0.12
H 2.86098 2.35297 2.24530 0.10
C 3.90172 -3.57957 1.40465 0.06
N 2.90709 -3.32579 0.34512 0.01
C 2.73815 -4.19044 -0.69903 0.03
C 1.79776 -3.97617 -1.63977 0.05
C 1.00146 -2.80136 -1.52932 -0.30
N 1.20118 -1.93989 -0.49961 0.11
C 2.10988 -2.24609 0.41916 -0.33
O 2.29017 -1.47544 1.44754 0.20
N 0.07502 -2.49704 -2.41622 0.24
H 4.49489 -4.43527 1.09783 0.11
H 3.39036 -3.79318 2.33967 0.12
H 4.53593 -2.70457 1.51613 0.11
H 3.39421 -5.04849 -0.70846 0.15
H 1.66216 -4.66940 -2.45510 0.14
H -0.12111 -3.11113 -3.18995 0.14
H -0.46046 -1.63806 -2.31963 0.08
F 1.51598 0.26438 2.78973 0.26
B 1.17208 -0.77727 2.06056 -0.92
F 0.12262 -1.52876 2.36213 0.26
```

Values from the calculation:
Relative energy (zero: lowest compared OMol25 entry of this formula, charge and spin) in kcal/mol: 0.0
Spin multiplicity: 4
Net charge: +2
E_HOMO (spin up / spin down) in eV: -12.3 / -12.5
Max |F| in eV/A: 0.4

=====

(2)
Formula: C12H17FGeNOPtS
Source: OMol25
Level of theory: ωB97M-V/def2-TZVPD

The geometry in XYZ format:
```
35
Properties=species:S:1:pos:R:3:nbo_charge:R:1
Pt 1.05890 -0.16959 1.33067 0.93
O 1.14010 -0.64297 5.75452 -0.65
C 1.18951 -0.59728 4.55953 0.75
N 1.23741 -0.56477 3.37649 -0.88
S 1.94566 -1.42701 -0.31726 -0.35
F -1.74441 -5.84674 -0.42028 -0.35
C -1.61729 -4.53797 -0.07249 0.36
C -1.36240 -4.21130 1.24655 -0.28
C -1.23583 -2.88201 1.59683 -0.19
C -1.36656 -1.85155 0.64225 -0.08
C -1.21508 -0.46538 1.00168 -0.58
C -1.61324 -2.24031 -0.68917 -0.20
C -1.73947 -3.56897 -1.04836 -0.29
H -1.25395 -5.00134 1.97883 0.22
H -1.00944 -2.61180 2.62170 0.22
H -1.45228 -0.19840 2.02825 0.21
H -1.55018 0.25561 0.26490 0.20
H -1.69880 -1.46819 -1.44482 0.21
H -1.93303 -3.85904 -2.07335 0.22
C -0.69900 1.75994 -1.98665 -1.09
Ge 0.90697 2.45603 -1.06659 1.61
C 2.45175 1.88244 -2.14693 -1.09
C 0.76257 4.44025 -1.21709 -1.09
C 1.07961 1.96815 0.80472 -1.24
H -0.76659 2.21333 -2.97775 0.22
H -1.61748 1.98626 -1.44301 0.22
H -0.62149 0.67862 -2.10996 0.23
H 2.34408 2.22019 -3.17950 0.21
H 2.51081 0.79409 -2.13458 0.25
H 3.38585 2.27716 -1.74399 0.22
H 0.66077 4.75161 -2.25921 0.21
H 1.64328 4.92826 -0.79538 0.22
H -0.11136 4.79436 -0.66642 0.22
H 0.26170 2.39250 1.39363 0.21
H 2.02892 2.34584 1.19221 0.21
```

Values from the calculation:
Relative energy (zero: lowest compared OMol25 entry of this formula, charge and spin) in kcal/mol: 1.3
Spin multiplicity: 5
Net charge: -1
E_HOMO (spin up / spin down) in eV: -3.3 / -5.3
Max |F| in eV/A: 0.8

=====

(3)
Formula: C4H3Cl2NO4S3
Source: OMol25
Level of theory: ωB97M-V/def2-TZVPD

The geometry in XYZ format:
```
17
Properties=species:S:1:pos:R:3:nbo_charge:R:1
C 1.28838 0.86326 -0.32792 -0.20
C 2.25377 1.22234 0.65001 -0.45
C 1.54589 -1.12644 0.99816 -0.39
C 0.95754 -0.52528 -0.14370 -0.44
N -2.07996 2.84468 -0.36746 -0.37
O -0.08921 -2.72653 -1.01785 -0.85
O -0.40757 -0.71736 -2.36788 -0.86
O -2.61046 -2.18153 -0.12904 -0.83
O -1.28961 -0.99177 1.52588 -0.90
S 2.58506 -0.05481 1.71359 0.59
S -0.22456 -1.31534 -1.08583 1.99
S -2.04787 -0.92566 0.28637 1.52
Cl -2.71356 2.00198 -1.73937 0.16
Cl -2.10624 2.11211 1.11303 0.23
H 0.93631 1.49960 -1.09056 0.25
H 2.97095 2.04699 0.60619 0.26
H 1.03115 -2.02624 1.37637 0.30
```

Values from the calculation:
Relative energy (zero: lowest compared OMol25 entry of this formula, charge and spin) in kcal/mol: 37.2
Net charge: 0
E_HOMO (spin up / spin down) in eV: -9.5 / -10.0
Max |F| in eV/A: 3.4

=====

(4)
Formula: H3N2O2
Source: OMol25
Level of theory: ωB97M-V/def2-TZVPD

The geometry in XYZ format:
```
7
Properties=species:S:1:pos:R:3:nbo_charge:R:1
N -0.81794 -0.52162 -0.81426 -0.89
N 0.72282 0.85518 0.59739 0.08
O 0.95937 0.45461 1.84649 -0.71
O 0.85748 0.00773 -0.37478 -0.37
H -0.69898 -1.15471 -1.60852 0.29
H -0.96463 -1.21344 -0.09545 0.30
H -0.05812 1.57226 0.44914 0.29
```

Values from the calculation:
Relative energy (zero: lowest compared OMol25 entry of this formula, charge and spin) in kcal/mol: 15.1
Net charge: -1
E_HOMO (spin up / spin down) in eV: -1.5 / -1.9
Max |F| in eV/A: 1.9

=====

(5)
Formula: C42H45N8O4PReS
Source: OMol25
Level of theory: ωB97M-V/def2-TZVPD

The geometry in XYZ format:
```
102
Properties=species:S:1:pos:R:3:lowdin_charge:R:1
Re -0.59310 -0.20794 -1.23052 1.56
O -3.04916 -2.22878 1.90242 0.06
C -4.20896 -2.40702 1.20889 -0.25
C -5.25373 -3.12610 1.78098 -0.01
C -6.43696 -3.31208 1.09635 -0.05
C -6.60389 -2.77989 -0.17971 -0.06
C -5.57468 -2.06352 -0.74856 -0.02
C -4.35959 -1.86121 -0.07553 -0.10
C -3.29473 -1.09548 -0.74800 -0.43
O -2.08683 -1.08351 -0.21665 -0.23
N -3.55798 -0.47620 -1.85184 0.09
N -2.44636 0.25745 -2.31416 -0.11
C -2.76226 1.02644 -3.29372 -0.04
C -1.95420 2.08176 -3.91347 -0.29
C -2.43651 2.67795 -5.06790 0.01
C -1.69185 3.69155 -5.65363 -0.02
C -0.50731 4.07342 -5.05397 -0.01
C -0.11348 3.42446 -3.88674 -0.11
N -0.81603 2.44969 -3.32235 0.08
H -3.16770 -2.60068 2.78438 0.12
H -5.12836 -3.53881 2.77713 0.12
H -7.23642 -3.87613 1.56047 0.12
H -7.53176 -2.92224 -0.71746 0.11
H -5.68545 -1.63959 -1.73803 0.12
H -3.77949 0.90173 -3.65561 0.14
H -3.37087 2.34609 -5.50472 0.13
H -2.03620 4.17474 -6.55937 0.13
H 0.10077 4.86588 -5.46825 0.12
H 0.80683 3.71122 -3.38558 0.11
C 6.19929 4.80786 9.65267 -0.05
O 5.32434 5.48954 8.75656 -0.06
C 4.74945 4.78135 7.77094 -0.27
C 4.96814 3.42380 7.54669 0.00
C 4.31322 2.79382 6.49855 -0.02
C 3.44785 3.49083 5.66788 -0.17
C 3.24782 4.85478 5.90010 -0.01
C 3.88926 5.49283 6.93317 0.02
C 2.73360 2.85947 4.56250 -0.23
N 1.96052 3.49330 3.70389 0.20
C 1.50980 2.53491 2.85122 -0.17
C 1.99740 1.29012 3.17675 -0.12
N 2.78571 1.51288 4.28291 0.19
C 1.66910 0.11140 2.44562 -0.04
C 2.01554 -1.21277 2.77524 0.05
C 1.56269 -2.25044 2.00170 0.00
C 0.81645 -1.98007 0.85639 -0.11
N 0.51444 -0.74005 0.49736 -0.04
C 0.86868 0.29950 1.30916 -0.12
C 0.30037 1.57644 1.00183 -0.14
N -0.60562 1.61316 -0.01343 -0.02
C -1.23841 2.74617 -0.27438 -0.08
C -0.97997 3.92043 0.44178 0.00
C -0.05522 3.90497 1.45146 0.06
C 0.59828 2.69934 1.76424 -0.05
H 6.51504 5.54857 10.37767 0.10
H 7.07151 4.41839 9.12620 0.10
H 5.67809 3.99726 10.16276 0.10
H 5.64470 2.85940 8.17085 0.11
H 4.51726 1.73887 6.34341 0.11
H 2.57860 5.40516 5.25089 0.12
H 3.74509 6.54943 7.12005 0.13
H 3.29366 0.82890 4.81593 0.15
H 2.61188 -1.41676 3.65723 0.13
H 1.78383 -3.27918 2.25311 0.13
H 0.48571 -2.76990 0.20686 0.07
H -1.96829 2.72482 -1.06833 0.10
H -1.52569 4.82025 0.19209 0.12
H 0.16931 4.79170 2.03221 0.14
C -2.72922 -3.82252 -2.55413 -0.07
C -1.21548 -3.89335 -2.35159 -0.51
C -0.91074 -4.52428 -0.99468 -0.09
P -0.31881 -2.31466 -2.70212 1.03
C -0.92057 -1.84983 -4.39326 -0.52
C -0.99758 -2.99331 -5.41195 -0.09
C -0.09632 -0.71029 -5.00127 -0.12
C 1.46336 -2.77699 -2.91926 -0.50
C 2.33087 -2.66910 -1.66292 -0.12
C 1.67093 -4.16627 -3.53397 -0.08
H -3.13785 -4.83159 -2.46439 0.10
H -3.02247 -3.43810 -3.52992 0.07
H -3.20789 -3.21800 -1.78766 0.05
H -0.79857 -4.53819 -3.12466 0.09
H -1.41342 -3.97840 -0.19141 0.08
H 0.15886 -4.59468 -0.78362 0.06
H -1.30496 -5.54190 -0.98285 0.10
H -1.93434 -1.49456 -4.19653 0.08
H -0.00450 -3.29663 -5.74177 0.08
H -1.52199 -2.62062 -6.29445 0.10
H -1.53813 -3.87126 -5.06386 0.07
H 0.88192 -1.06465 -5.32917 0.08
H 0.07210 0.11490 -4.31504 0.01
H -0.61733 -0.32223 -5.88020 0.10
H 1.81608 -2.01907 -3.62292 0.08
H 2.10002 -3.46109 -0.94746 0.07
H 2.24672 -1.70834 -1.16075 0.03
H 3.37549 -2.79653 -1.95277 0.10
H 1.45450 -4.95763 -2.81325 0.08
H 2.72167 -4.26161 -3.81282 0.10
H 1.08077 -4.34909 -4.42698 0.06
O 2.65219 0.30192 -3.96817 -0.47
S 2.24086 0.96663 -2.74760 0.82
N 1.00667 0.50765 -2.06324 -0.59
```

Values from the calculation:
Relative energy (zero: lowest compared OMol25 entry of this formula, charge and spin) in kcal/mol: 0.0
Spin multiplicity: 4
Net charge: +2
E_HOMO (spin up / spin down) in eV: -11.8 / -11.8
Max |F| in eV/A: 1.2

=====

(6)
Formula: C4H12N3
Source: OMol25
Level of theory: ωB97M-V/def2-TZVPD

The geometry in XYZ format:
```
19
Properties=species:S:1:pos:R:3:nbo_charge:R:1
C 0.06228 0.95309 2.03371 0.31
C 1.00096 0.65607 3.11640 -0.72
C 0.45387 -1.10930 -3.19596 -0.66
C -0.49309 -0.84494 -1.95927 -0.30
N -1.03196 0.28607 1.80947 -0.64
N -0.05498 -0.17485 -0.75974 -0.13
N 1.06105 0.10432 -0.35443 -0.35
H 1.53026 1.67296 3.37165 0.28
H 0.50821 0.11884 4.03100 0.26
H 1.68417 -0.02562 2.68011 0.28
H 0.04260 -0.56598 -4.14668 0.24
H 1.44680 -0.67031 -2.93259 0.21
H 0.68168 -2.17601 -3.51830 0.25
H -1.20287 -0.13410 -2.32485 0.24
H -1.10207 -1.81225 -1.58726 0.24
H -1.16955 -0.45313 2.53059 0.41
H 0.40400 1.63949 1.15207 0.27
H -1.61861 0.24309 0.95354 0.47
H 1.92391 -0.21430 -0.77351 0.33
```

Values from the calculation:
Relative energy (zero: lowest compared OMol25 entry of this formula, charge and spin) in kcal/mol: 100.8
Net charge: +1
E_HOMO in eV: -13.0
Max |F| in eV/A: 3.8

=====

(7)
Formula: C4H9N2S
Source: OMol25
Level of theory: ωB97M-V/def2-TZVPD

The geometry in XYZ format:
```
16
Properties=species:S:1:pos:R:3:nbo_charge:R:1
C 2.26182 0.09799 0.01691 0.08
C 0.27492 -1.37076 0.15662 -0.39
C 0.04671 1.12351 0.14327 -0.03
C -1.95547 -0.32270 -0.00958 -0.46
N 1.47948 1.14981 -0.01982 -0.66
N -0.45781 -0.28286 -0.35187 -0.41
S 3.74020 -0.39447 0.03078 0.25
H 0.75461 -2.15721 -0.49516 0.27
H 0.01631 -1.52276 1.15944 0.21
H -0.12102 1.26114 1.18950 0.23
H -0.54774 1.88476 -0.53107 0.23
H -2.11548 -0.63872 1.12994 0.26
H -2.54951 0.52052 -0.38510 0.25
H -2.34975 -1.35723 -0.51983 0.26
H 1.93390 2.09897 -0.06856 0.45
H -0.41116 -0.08999 -1.44547 0.46
```

Values from the calculation:
Relative energy (zero: lowest compared OMol25 entry of this formula, charge and spin) in kcal/mol: 120.5
Net charge: +1
E_HOMO (spin up / spin down) in eV: -11.9 / -12.0
Max |F| in eV/A: 4.7

=====

(8)
Formula: C25H25F3N2O4S3
Source: OMol25
Level of theory: ωB97M-V/def2-TZVPD

The geometry in XYZ format:
```
62
Properties=species:S:1:pos:R:3:nbo_charge:R:1
C -3.39034 -2.89429 -1.96087 -0.18
C -3.15657 -3.32542 -0.65288 -0.21
C -2.35076 -2.54952 0.19357 -0.15
C -1.86681 -1.30057 -0.22454 -0.10
C -1.53345 -0.24925 0.77076 -0.20
C -1.41242 1.09301 0.16795 0.24
N -1.89699 2.02732 0.93918 -0.23
C -2.04410 3.43763 0.64272 -0.24
C -2.46039 4.06937 2.00729 -0.41
C -2.69890 2.94697 3.00140 -0.42
C -2.29970 1.66359 2.30484 -0.24
C -1.94488 -0.99906 -1.60196 -0.19
C -2.80746 -1.71317 -2.43546 -0.15
H -4.06299 -3.44898 -2.60544 0.22
H -3.63830 -4.23054 -0.25498 0.23
H -2.11358 -2.92042 1.20327 0.23
H -2.34319 -0.29764 1.54716 0.26
H -1.01377 1.34421 -0.83518 0.33
H -1.11209 3.85971 0.24243 0.27
H -2.83042 3.61126 -0.11362 0.23
H -1.66999 4.73059 2.37163 0.23
H -3.37955 4.64522 1.88967 0.23
H -2.09239 3.00263 3.90140 0.23
H -3.74102 2.88278 3.30321 0.22
H -3.15668 0.97475 2.32937 0.22
H -1.43091 1.22702 2.83655 0.26
H -1.36872 -0.17312 -2.03865 0.26
H -3.02525 -1.32774 -3.44116 0.23
F 2.41966 -0.10071 3.13009 -0.29
C 1.22515 -0.69322 3.45201 0.95
F 1.48388 -2.00642 3.76009 -0.31
F 0.71515 -0.06807 4.56810 -0.33
S 0.11000 -0.46587 1.93373 -0.19
N 0.99235 0.53279 -2.88542 -1.18
S 1.59737 -1.02438 -2.79212 2.23
C 0.88996 -2.48146 -1.78591 -0.28
C 0.29458 -3.45931 -2.57353 -0.16
C -0.18858 -4.65689 -2.04890 -0.24
C -0.00654 -4.95033 -0.68814 -0.21
C 0.52249 -3.94143 0.11637 -0.23
C 1.12043 -2.81077 -0.44870 -0.21
O 1.34045 -1.44111 -4.14653 -0.94
O 2.91298 -0.89128 -2.16736 -0.98
S 1.66663 1.82552 -2.19224 2.26
C 2.96893 1.97880 -0.93873 -0.29
C 2.62036 2.44615 0.33572 -0.20
C 3.60844 2.88545 1.20820 -0.23
C 4.95278 2.87312 0.79878 -0.20
C 5.29524 2.21912 -0.39559 -0.24
C 4.30378 1.75406 -1.26154 -0.11
O 2.30541 2.50242 -3.31841 -0.94
O 0.62548 2.46858 -1.39848 -1.05
H 0.28042 -3.32804 -3.64172 0.25
H -0.69563 -5.37044 -2.70910 0.21
H -0.30863 -5.91907 -0.26374 0.22
H 0.48655 -4.06818 1.19819 0.21
H 1.74718 -2.20051 0.18881 0.24
H 1.57935 2.50072 0.64148 0.22
H 3.32188 3.24805 2.19653 0.21
H 5.74137 3.23651 1.47230 0.21
H 6.35038 2.07097 -0.64440 0.22
H 4.56242 1.24891 -2.18750 0.24
```

Values from the calculation:
Relative energy (zero: lowest compared OMol25 entry of this formula, charge and spin) in kcal/mol: 94.8
Net charge: 0
E_HOMO in eV: -8.2
Max |F| in eV/A: 3.4